[1]
DFT (ωB97M-V with the def2-TZVPD basis set) results for a structure of composition C43H137CaN17O24 at a distorted geometry.

Properties
Largest force on an atom (eV/Å): 3.42
Orbital gap (hartree): 0.3105
Energy (eV): -139727.582
LUMO level (eV): 0.315

Structure (XYZ):
```
222
Properties=species:S:1:pos:R:3:mulliken_charge:R:1
Ca -1.081 -21.369 10.239 0.7860
C 0.911 -18.651 8.618 -0.7723
C 1.483 -19.028 10.000 -0.0654
C 1.013 -17.905 11.019 -1.0931
O 0.963 -20.272 10.321 -0.0239
H -0.183 -18.773 8.713 -0.4966
H 1.245 -19.353 7.868 0.3859
H 1.111 -17.617 8.235 0.5119
H 2.598 -19.056 9.908 0.2168
H -0.055 -17.912 11.255 0.0233
H 1.105 -16.919 10.527 0.4417
H 1.602 -17.978 11.964 0.2641
C -2.840 -22.737 12.916 0.3255
C -2.633 -23.653 11.757 1.8900
C -3.646 -24.781 11.951 -1.1283
O -2.691 -22.999 10.498 4.5357
H -2.143 -21.916 12.954 -0.8100
H -2.772 -23.334 13.791 0.1359
H -3.879 -22.380 12.969 -0.9081
H -1.616 -24.032 11.764 -0.6132
H -3.700 -25.520 11.127 -0.5311
H -4.624 -24.384 12.067 -0.0925
H -3.401 -25.333 12.871 0.3081
C -2.888 -19.937 7.972 0.1187
O -1.981 -20.741 8.269 -0.5754
N -4.231 -20.103 8.297 -0.0122
N -2.472 -18.851 7.180 -0.4773
H -4.853 -19.371 8.146 0.2201
H -4.573 -20.903 8.842 -0.0841
H -1.475 -18.642 7.304 0.3307
H -3.044 -18.006 7.129 0.2488
C 0.471 -26.262 16.973 0.2515
O -0.370 -27.131 16.999 -0.5674
N 1.194 -25.918 15.853 -0.1151
N 0.738 -25.540 18.067 -0.2049
H 1.720 -25.057 15.763 0.2592
H 0.894 -26.371 14.955 -0.1151
H 0.221 -25.867 18.872 0.2317
H 1.720 -25.356 18.201 0.2431
C -3.550 -19.437 12.008 0.0475
O -2.528 -19.808 11.418 -0.5140
N -4.790 -19.974 11.801 0.2747
N -3.470 -18.376 12.932 -0.3610
H -5.482 -19.790 12.530 0.1249
H -4.939 -20.910 11.378 -0.2272
H -2.553 -17.971 13.135 0.2468
H -4.211 -18.290 13.625 0.1258
C -1.888 -23.591 16.892 0.0210
O -0.833 -23.061 16.640 -0.5458
N -2.154 -24.709 16.234 1.2550
N -2.696 -23.236 17.852 -0.1233
H -1.387 -24.963 15.657 -0.4989
H -2.843 -25.435 16.372 -0.3662
H -2.471 -22.443 18.338 0.3248
H -3.679 -23.511 17.856 -0.0568
C -6.351 -26.145 16.048 0.4351
O -7.220 -25.500 15.386 -0.7475
N -5.969 -25.844 17.323 -0.1050
N -5.709 -27.217 15.456 -0.3187
H -5.309 -26.291 17.914 0.1547
H -6.324 -25.013 17.715 0.1981
H -4.724 -27.389 15.620 0.3431
H -6.061 -27.420 14.528 0.3087
C 0.960 -27.293 10.132 0.5186
O 1.868 -27.960 10.653 -0.9314
N 1.166 -26.769 8.912 -0.2486
N -0.203 -26.989 10.732 0.9995
H 2.120 -26.960 8.580 0.1976
H 0.520 -26.131 8.474 -0.1877
H -0.815 -26.392 10.184 -0.0272
H -0.546 -27.449 11.544 -0.1233
C -1.879 -26.474 6.477 -1.2884
C -1.699 -25.114 7.173 0.1287
C -2.785 -24.069 7.002 1.3882
O -2.977 -23.849 5.596 -0.5965
C -3.966 -22.979 5.201 -0.4468
N -1.548 -25.369 8.614 0.3275
H -1.618 -26.417 5.392 0.3812
H -2.909 -26.756 6.578 0.0282
H -1.203 -27.243 6.970 0.2467
H -0.828 -24.668 6.716 0.2435
H -2.445 -23.126 7.441 -0.6881
H -3.707 -24.307 7.485 -0.1946
H -4.067 -22.994 4.117 0.3169
H -3.768 -21.975 5.627 0.0932
H -4.956 -23.255 5.562 0.1563
H -2.468 -25.731 8.946 -0.6254
H -1.531 -24.470 9.138 -0.6480
C -6.195 -29.958 18.779 -1.1760
C -5.154 -29.969 19.854 0.4211
C -4.906 -28.527 20.270 -0.9033
O -4.334 -27.824 19.230 -0.1470
C -2.942 -28.173 18.984 -0.2733
N -5.580 -30.621 21.061 -0.7199
H -7.132 -29.813 19.239 0.3622
H -6.266 -30.970 18.268 0.2981
H -6.039 -29.289 17.947 0.1610
H -4.230 -30.486 19.594 0.4044
H -4.226 -28.531 21.110 0.2904
H -5.913 -28.102 20.434 0.3894
H -2.863 -29.110 18.395 0.2380
H -2.393 -28.107 19.913 0.3742
H -2.624 -27.415 18.286 -0.2790
H -6.518 -30.348 21.322 0.2586
H -5.659 -31.636 20.929 0.2590
C 3.171 -23.155 8.671 -1.8528
C 1.806 -23.430 9.156 2.2403
C 1.873 -23.076 10.635 -1.3183
O 0.626 -23.170 11.329 0.8400
C 0.881 -23.581 12.660 -1.3290
N 0.739 -22.620 8.540 -0.2419
H 3.178 -23.247 7.598 0.4480
H 3.970 -23.800 9.046 0.4218
H 3.430 -22.148 8.920 0.3884
H 1.545 -24.474 9.089 -0.9954
H 2.248 -22.037 10.661 0.0190
H 2.570 -23.722 11.141 0.7897
H 1.230 -24.629 12.656 0.4909
H 0.062 -23.430 13.385 -0.1017
H 1.661 -22.890 13.082 0.5157
H 0.544 -22.975 7.603 0.2997
H 1.038 -21.608 8.510 -0.3872
C -5.934 -21.779 18.427 -1.4366
C -5.736 -20.328 17.985 0.3748
C -4.540 -20.189 17.003 -0.0552
O -3.224 -20.227 17.541 -0.5024
C -2.213 -20.168 16.525 -0.3354
N -7.019 -19.989 17.250 -0.6905
H -5.158 -22.060 19.130 0.4781
H -6.014 -22.601 17.687 0.0228
H -6.816 -21.839 19.036 0.5047
H -5.517 -19.670 18.836 0.3320
H -4.678 -19.180 16.601 0.3564
H -4.675 -20.988 16.287 0.0591
H -2.410 -20.895 15.739 -0.1218
H -1.242 -20.365 16.968 0.2903
H -2.222 -19.140 16.128 0.4102
H -7.374 -20.800 16.761 0.2960
H -6.897 -19.250 16.577 0.1104
C -8.571 -25.483 8.568 -0.8295
C -9.789 -24.461 8.521 0.3003
C -9.437 -23.111 9.176 -0.7689
O -8.881 -23.253 10.439 -0.2186
C -8.714 -22.013 11.043 -0.6330
N -10.243 -24.173 7.147 -0.6484
H -8.221 -25.688 9.569 0.1343
H -7.717 -25.001 8.031 -0.0460
H -8.804 -26.458 8.086 0.6248
H -10.508 -25.016 9.169 0.1859
H -10.403 -22.570 9.301 0.5090
H -8.762 -22.570 8.482 0.2482
H -9.635 -21.537 11.367 0.4358
H -8.160 -21.294 10.456 0.3831
H -8.146 -22.122 11.990 -0.1207
H -10.351 -25.025 6.643 0.2560
H -11.133 -23.687 7.215 0.2613
C -6.119 -22.808 14.694 -0.1639
O -7.300 -22.649 15.435 -0.7282
H -6.208 -23.574 13.939 0.5546
H -5.769 -21.913 14.165 -0.0890
H -5.275 -23.181 15.299 0.0180
H -7.642 -23.507 15.723 0.3795
C 2.540 -21.741 16.747 -0.3595
O 2.028 -23.006 17.142 -0.5172
H 2.515 -21.101 17.643 0.3014
H 3.509 -21.799 16.288 0.3098
H 1.958 -21.314 15.882 -0.0907
H 1.065 -22.967 17.105 0.3986
C 0.144 -20.075 13.838 -0.0646
O 1.429 -20.472 13.356 -0.6504
H -0.637 -20.278 13.109 0.1180
H -0.014 -20.669 14.725 -0.2901
H -0.005 -19.039 14.140 0.3647
H 1.590 -20.257 12.393 0.0393
C -5.869 -26.501 5.649 -0.6200
O -5.786 -26.776 7.020 -0.5147
H -4.925 -26.026 5.520 0.2092
H -5.908 -27.400 5.051 0.2505
H -6.718 -25.849 5.483 0.2961
H -6.639 -26.933 7.448 0.2103
C -4.159 -28.509 9.636 -0.7950
O -4.098 -27.122 9.157 -0.0935
H -4.847 -28.547 10.491 0.3720
H -4.569 -29.186 8.886 0.3798
H -3.161 -28.863 9.919 0.1264
H -4.557 -27.086 8.310 0.1440
C -1.534 -30.837 11.722 -0.2397
O -0.944 -30.712 10.413 -0.5361
H -1.165 -31.793 12.148 0.3604
H -1.217 -29.996 12.396 -0.1255
H -2.600 -30.744 11.597 0.2882
H 0.002 -30.530 10.559 0.3185
C -7.340 -17.943 14.455 -0.9185
O -6.646 -19.135 14.034 -0.4687
H -8.368 -17.897 14.039 0.2865
H -7.378 -17.750 15.528 0.3653
H -6.775 -17.151 14.036 0.3396
H -7.162 -19.896 14.393 0.2221
C -2.487 -28.118 14.073 -0.5743
O -2.845 -27.763 15.442 -0.4111
H -2.504 -29.228 14.038 0.3555
H -3.196 -27.702 13.379 0.1596
H -1.469 -27.874 13.871 0.1001
H -1.979 -27.826 15.911 0.1223
C -5.605 -23.545 9.437 0.9338
O -4.973 -22.383 10.000 -0.1000
H -6.484 -23.804 10.064 -1.0188
H -5.794 -23.395 8.355 0.0682
H -4.969 -24.379 9.623 -0.5141
H -3.930 -22.666 10.203 -0.8523
C 1.758 -29.079 14.150 -0.7816
O 1.003 -28.411 13.189 -0.1273
H 1.059 -29.266 14.980 0.1904
H 2.197 -30.043 13.789 0.2739
H 2.574 -28.489 14.503 0.3174
H 1.465 -28.363 12.291 0.1719
C -6.778 -26.110 12.078 0.6882
O -6.589 -26.984 10.945 -0.6917
H -7.750 -26.390 12.450 0.6780
H -6.025 -26.163 12.862 -0.7039
H -6.943 -25.119 11.634 -0.3057
H -5.710 -26.775 10.528 0.2241
```



[2]
DFT (ωB97M-V with the def2-TZVPD basis set) results for a structure of composition C43H20F15GeMoP2S7Sb.

Properties
Largest force on an atom (eV/Å): 0.78
Orbital gap (spin up / spin down) (hartree): 0.2190 / 0.2195
Energy above the lowest of the compared OMol25 structures with the same formula, charge and spin (kcal per mole): 0.0
Energy (eV): -245012.335
LUMO level (spin up / spin down) (eV): -2.538 / -2.531

Structure (XYZ):
```
90
Properties=species:S:1:pos:R:3:mulliken_charge:R:1
Mo -1.450 -1.849 0.248 -1.9771
S -1.947 -1.422 2.674 -0.5400
P -2.038 0.473 1.955 1.8101
C -2.211 -0.021 0.262 0.6894
P -3.253 0.910 -0.921 0.9917
S -5.029 0.121 -0.970 -0.4188
C -2.388 0.957 -2.526 0.6530
C -2.013 -0.244 -3.123 -0.3655
C -1.392 -0.262 -4.361 -0.7640
C -1.158 0.933 -5.031 -0.6036
C -1.562 2.132 -4.465 -0.7803
C -2.181 2.149 -3.221 -0.3118
C -3.237 2.646 -0.400 -0.1499
C -2.046 3.376 -0.366 0.1404
C -2.058 4.709 0.024 -1.2351
C -3.262 5.318 0.360 -0.6212
C -4.447 4.598 0.309 -0.7112
C -4.437 3.260 -0.064 -0.7387
C -3.330 1.494 2.660 1.0508
C -4.620 0.965 2.711 -0.4694
C -5.657 1.744 3.203 -0.8160
C -5.403 3.038 3.643 -0.4552
C -4.120 3.568 3.578 -0.7325
C -3.076 2.800 3.080 -0.6671
C -0.472 1.288 2.334 1.2828
C -0.088 1.387 3.674 -0.5147
C 1.149 1.921 3.997 -0.9948
C 2.007 2.354 2.991 -0.5482
C 1.627 2.257 1.661 -1.4521
C 0.383 1.728 1.331 0.1036
H -2.234 -1.174 -2.633 0.3882
H -1.103 -1.209 -4.805 0.5098
H -0.674 0.927 -6.000 0.4244
H -1.402 3.064 -4.995 0.4288
H -2.499 3.090 -2.796 0.3959
H -1.116 2.912 -0.669 0.8841
H -1.133 5.272 0.052 0.4733
H -3.272 6.363 0.654 0.3999
H -5.385 5.078 0.561 0.4509
H -5.353 2.683 -0.109 0.3887
H -4.804 -0.046 2.369 0.4242
H -6.663 1.344 3.240 0.4297
H -6.211 3.638 4.048 0.4006
H -3.930 4.584 3.907 0.4324
H -2.075 3.209 3.020 0.4112
H -0.745 1.021 4.456 0.4843
H 1.449 1.992 5.037 0.4284
H 2.978 2.762 3.250 0.4073
H 2.298 2.587 0.873 0.5688
H 0.091 1.640 0.298 0.2108
S -0.550 -6.446 -1.185 -0.4871
Sb -1.775 -5.294 0.279 0.6956
S -2.856 -3.159 -0.826 -0.4797
S -0.316 -3.577 1.296 -0.1671
S -3.230 -5.986 1.814 -0.5022
F 1.835 -1.242 2.249 0.3471
C 2.465 -2.414 2.221 -0.6176
C 2.852 -2.947 1.002 0.3666
C 3.459 -4.193 1.018 0.3352
F 3.846 -4.787 -0.113 -0.2636
C 3.677 -4.874 2.200 0.1309
F 4.266 -6.067 2.203 -0.3035
C 3.285 -4.304 3.393 0.5833
F 3.500 -4.947 4.532 -0.3124
C 2.675 -3.064 3.411 -0.1219
F 2.290 -2.530 4.569 -0.3222
Ge 2.387 -1.997 -0.645 0.8960
S 0.447 -0.934 -0.826 1.0627
C 3.608 -0.449 -0.816 -0.2073
C 3.598 0.242 -2.022 0.2273
F 2.849 -0.203 -3.038 -0.3270
C 4.331 1.386 -2.236 0.0837
F 4.290 2.023 -3.404 -0.3133
C 5.110 1.881 -1.211 0.7567
F 5.814 2.989 -1.391 -0.3190
C 5.151 1.229 0.002 0.1868
F 5.895 1.724 0.993 -0.3397
C 4.408 0.080 0.188 0.1578
F 4.497 -0.489 1.394 -0.3428
C 2.618 -3.112 -2.243 -0.0063
C 1.563 -3.620 -2.985 -0.3644
F 0.310 -3.395 -2.634 -0.0473
C 1.769 -4.339 -4.144 0.0838
F 0.745 -4.782 -4.868 -0.3077
C 3.056 -4.576 -4.570 0.7348
F 3.267 -5.275 -5.678 -0.3086
C 4.132 -4.081 -3.862 0.1798
F 5.370 -4.308 -4.297 -0.3032
C 3.898 -3.352 -2.721 0.5109
F 4.960 -2.877 -2.051 -0.3716
```



[3]
DFT (ωB97M-V with the def2-TZVPD basis set) results for a structure of composition C43H25F4N10S7Sc.

Properties
Largest force on an atom (eV/Å): 0.50
Orbital gap (spin up / spin down) (hartree): 0.1615 / 0.1892
Energy above the lowest of the compared OMol25 structures with the same formula, charge and spin (kcal per mole): 0.0
Energy (eV): -167316.071
LUMO level (spin up / spin down) (eV): -3.217 / -2.541

Structure (XYZ):
```
90
Properties=species:S:1:pos:R:3:mulliken_charge:R:1
Sc -0.349 0.218 -0.758 0.2209
C -1.388 3.052 -2.659 -1.5219
C -2.546 2.953 -1.680 -0.8069
C -3.291 1.674 -1.939 0.6026
C -4.668 1.681 -2.093 -1.1334
C -5.323 0.519 -2.472 -0.7738
C -4.566 -0.609 -2.717 -0.8218
C -3.198 -0.541 -2.508 -0.5356
N -2.557 0.558 -2.106 1.2796
N -0.143 2.402 -2.182 1.1951
C 0.665 3.377 -1.411 -1.8595
C 0.663 3.217 0.081 1.1731
C 0.897 4.326 0.881 -1.2077
C 1.051 4.154 2.245 -0.7907
C 0.952 2.876 2.767 -1.3352
C 0.680 1.831 1.907 -0.5109
N 0.544 1.984 0.582 1.3321
C 0.617 2.007 -3.380 -1.2976
C 1.910 1.344 -3.008 0.7588
C 3.000 1.390 -3.862 -1.1508
C 4.175 0.767 -3.484 -0.7080
C 4.220 0.140 -2.250 -1.0741
C 3.084 0.138 -1.462 -0.6629
N 1.935 0.718 -1.827 1.1965
H -1.169 4.096 -2.911 0.5902
H -1.680 2.561 -3.588 0.6314
H -3.225 3.794 -1.820 0.6537
H -2.194 2.984 -0.645 0.0883
H -5.215 2.598 -1.920 0.4621
H -6.400 0.504 -2.581 0.4111
H -5.013 -1.541 -3.033 0.5979
H -2.589 -1.423 -2.622 0.1296
H 0.366 4.399 -1.665 0.3812
H 1.710 3.286 -1.715 0.5179
H 0.964 5.307 0.430 0.5172
H 1.242 5.003 2.888 0.4464
H 1.059 2.686 3.825 0.5633
H 0.543 0.828 2.281 0.8311
H 0.824 2.879 -4.016 0.5199
H 0.003 1.313 -3.960 0.4924
H 2.918 1.912 -4.806 0.5343
H 5.040 0.779 -4.133 0.4453
H 5.117 -0.347 -1.894 0.5206
H 3.089 -0.349 -0.501 0.3864
S -2.020 0.905 1.015 -0.5540
C -3.375 -0.188 0.846 0.6289
C -4.655 0.224 1.204 -1.0494
C -5.748 -0.623 1.071 0.6317
C -7.058 -0.131 1.383 -0.2812
N -8.098 0.296 1.619 -0.5588
C -5.553 -1.928 0.600 0.5944
C -4.276 -2.349 0.257 -1.0312
C -3.181 -1.491 0.349 -0.2509
S -1.610 -2.021 -0.185 0.3412
C -6.656 -2.829 0.429 -0.2160
N -7.527 -3.566 0.294 -0.5451
H -4.807 1.229 1.575 0.5148
H -4.134 -3.354 -0.120 0.5973
C 0.298 -5.519 -0.274 -1.0673
S 0.819 -4.032 -1.143 0.2699
C -0.346 -3.962 -2.377 0.2816
C -0.442 -2.838 -3.219 -0.1932
S 0.384 -1.389 -3.002 -0.2227
S -1.503 -3.049 -4.575 -0.0185
C -2.140 -4.608 -4.159 0.0966
S -3.259 -5.405 -5.019 -0.1354
S -1.415 -5.269 -2.715 -0.0149
H 1.001 -5.635 0.547 0.4001
H 0.346 -6.391 -0.925 0.4485
H -0.709 -5.364 0.115 0.2959
F 3.703 -3.245 4.489 -0.3369
C 3.962 -1.954 4.267 -0.3338
C 4.694 -1.273 5.202 0.1555
F 5.110 -1.944 6.272 -0.3149
C 4.985 0.109 5.093 0.3359
C 4.469 0.718 3.925 0.0134
C 3.746 0.026 2.995 0.5841
F 3.362 0.690 1.889 -0.1565
C 3.436 -1.340 3.114 0.8630
C 2.644 -2.045 2.152 0.3642
C 1.786 -1.384 1.278 0.1010
N 1.073 -0.835 0.549 0.2478
C 2.635 -3.457 2.020 -0.4114
N 2.630 -4.593 1.827 -0.6512
F 4.719 2.006 3.681 -0.3550
C 5.729 0.820 6.066 0.7113
C 6.355 0.198 7.178 -0.0310
N 6.910 -0.254 8.079 -0.5323
C 5.910 2.228 6.021 0.0510
N 6.048 3.372 6.037 -0.5544
```



> Which of these has the highest largest force on an atom?

C43H137CaN17O24



> The highest energy belongs to which entry?

C43H137CaN17O24



> The lowest largest force on an atom belongs to which entry?

C43H25F4N10S7Sc



> Among the records above, which one has the lowest largest force on an atom?

C43H25F4N10S7Sc